The following is a DFT calculation (ωB97M-V/def2-TZVPD) of a 10-piece molecular cluster, C33H81Cl2F6N5O14P overall.

Net charge ... -1
Multiplicity ... 1
Total energy ... -4494.29771 hartree
Max |F| ... 1.70 eV/A

```
142
Properties=species:S:1:pos:R:3:forces:R:3
H -2.380395 1.671256 5.696965 0.29 0.09 0.06
H 4.841888 -2.282573 3.928794 -0.08 -0.11 -0.20
C -0.510015 3.915431 -2.121702 -0.10 -0.39 -0.19
H 4.147953 1.957592 1.063223 -0.05 -0.17 0.10
H 4.156672 -3.974343 6.101315 0.21 0.03 -0.24
H 1.511862 -6.746680 0.019799 0.09 0.06 0.03
H 1.597013 0.741471 8.117319 -0.23 -0.25 0.03
H 1.044502 0.110810 -4.450017 0.00 0.02 0.01
C 4.836677 -0.773400 -4.988297 -0.54 0.56 -0.28
H 1.905624 -0.972871 -0.996495 0.14 -0.15 0.05
O -3.181355 -5.886103 -2.571946 -0.01 -0.02 0.25
F -1.496586 2.043473 1.054059 0.10 -0.07 0.10
H 1.573538 -7.464879 2.851985 0.08 -0.07 0.04
H 5.583395 -2.907688 6.374414 0.02 0.01 -0.21
H 2.821175 -6.947168 1.933636 -0.06 0.08 0.06
C 1.796046 4.289076 1.028942 0.22 0.36 0.04
H -2.554656 -2.316100 -3.386252 0.10 -0.21 0.02
H 3.088142 4.216288 -1.498605 -0.25 -0.06 -0.08
H -0.444905 -6.093950 -1.818221 -0.34 0.37 0.25
C 3.805656 -2.188922 4.287942 0.25 0.08 0.37
C -2.735210 -4.778277 -2.453423 0.15 0.02 -0.13
C 1.825869 -1.308296 -2.981865 -0.94 -0.21 -0.74
H -1.333842 0.691559 -10.579041 -0.03 0.07 -0.04
C 4.490896 -2.972536 6.407151 -0.46 -0.41 0.60
O 1.699666 4.413524 2.426955 0.48 0.02 0.05
H -0.049063 2.433835 2.927004 -0.10 0.29 0.27
H -1.389299 -3.341571 0.024206 -0.13 -0.30 -0.03
H 1.228144 -5.076650 1.906703 -0.09 0.19 -0.16
H -3.907889 -1.775294 -2.388458 -0.04 -0.15 -0.04
H -0.357460 4.696062 2.390963 0.13 -0.08 -0.05
O -0.186734 -4.969454 0.387841 -0.27 -0.38 -0.07
H -2.367850 -2.033094 -1.621689 0.23 -0.16 -0.07
N 3.957046 0.243725 3.722312 0.84 -0.62 0.01
H 0.592411 6.174949 2.481778 0.15 -0.06 -0.01
H 0.447584 5.113524 3.893566 0.35 -0.15 0.04
H 4.889369 -0.663629 -6.071425 0.07 -0.20 -0.01
H -0.213082 2.920804 5.305981 0.34 -0.09 0.02
H -0.331918 -5.792515 2.278290 -0.05 -0.26 -0.08
C 2.663078 -1.211735 2.268216 -0.30 -0.30 -0.95
H 1.190551 -4.265147 -2.394078 0.28 -0.13 0.00
C 0.827256 -4.971831 -3.139326 -0.75 0.35 -0.48
H 0.354757 -8.937992 0.295151 0.23 0.18 -0.10
N 3.247533 2.327872 1.354310 -0.10 0.91 -0.60
H 4.607627 0.228255 2.937225 -0.21 0.10 -0.10
C -4.273620 3.824068 0.069315 0.48 -0.40 -0.09
H -2.930745 0.496827 -3.280026 0.07 -0.27 -0.21
H 0.213113 -2.946803 0.545793 0.11 -0.13 0.18
H 3.105284 0.455789 7.280637 0.05 -0.41 0.00
H 3.261629 -3.122006 4.088265 -0.03 0.03 -0.11
N 1.617504 -1.746770 -1.599505 0.28 0.51 -0.02
O -5.783861 5.883089 -0.778983 0.08 0.12 0.12
C -3.019976 -2.407772 -2.407186 -0.24 0.68 0.31
H -3.258916 2.019817 -4.103205 -0.01 -0.05 -0.37
C 2.032964 0.266885 7.228625 0.30 0.82 -0.53
Cl -2.129101 4.361910 -2.674420 -0.07 0.35 0.19
H -0.591566 -8.335800 1.608252 0.09 0.35 0.16
H -1.603318 -0.733567 -9.543704 -0.25 -0.05 -0.35
C 0.964701 -0.110296 -3.385985 0.32 0.50 0.60
H 0.943370 3.704217 0.655788 -0.01 -0.01 -0.03
H 0.701305 -4.454579 -4.096319 0.11 0.17 0.12
C 0.998275 -6.959205 0.958623 -0.08 -0.54 0.73
C -0.313284 1.898475 4.912935 -0.71 1.50 -0.36
H -6.534780 7.898850 2.247067 0.09 -0.18 0.07
C -7.775616 6.751920 0.866553 -1.11 0.89 -0.43
C -1.677808 1.138214 -6.185410 0.15 -0.04 -0.08
Cl 0.745240 4.928678 -2.844151 -0.11 0.07 -0.11
C -0.985620 0.927242 -8.440307 -0.27 -0.04 -0.01
H -3.665657 4.722226 -0.002067 -0.13 0.06 -0.30
C 0.397166 -5.653040 1.464952 0.56 0.37 -0.07
H -0.427134 3.975423 -1.044160 -0.21 0.15 0.03
H 2.131322 -0.354953 1.849397 0.14 0.20 0.32
H -0.804896 -7.641506 -0.000503 -0.02 -0.01 0.09
O -1.451656 -4.439615 -2.642034 -0.02 0.25 0.45
C 3.140294 -0.977239 3.678523 -0.48 0.79 -0.04
O -3.488167 -3.728403 -2.123858 -0.14 -0.21 -0.35
H -1.047937 2.010769 -8.365175 0.09 0.00 -0.09
H 3.785068 -2.069459 -3.017279 0.23 0.20 0.17
F 0.426358 1.158773 0.282840 0.35 -0.40 -0.23
H -2.048730 0.732241 4.270245 0.20 0.05 -0.11
O -7.237250 5.448159 0.905583 0.27 -0.20 0.01
F -2.647803 0.193407 0.410690 -0.08 -0.13 -0.19
C -2.563426 1.184618 -4.035005 0.45 0.41 0.45
H -8.855325 6.681117 0.694452 0.03 -0.47 0.27
H -0.129294 -0.074855 5.674436 -0.15 -0.04 0.28
H 2.209186 2.679440 -1.173865 -0.22 0.26 0.10
H 3.478300 -1.438229 1.567723 0.11 0.00 0.17
C 0.198972 0.938820 5.967192 0.25 -0.40 -0.96
H 3.933507 2.719619 -1.185246 0.12 0.11 0.22
N 1.976716 -7.506871 1.921610 -0.10 0.08 -0.28
O -5.559008 4.127218 0.623424 -0.01 -0.02 0.34
H 1.513482 -5.790236 -3.350310 0.14 -0.03 0.39
C -0.600472 -3.665043 0.700388 0.17 0.91 -0.01
C -6.144516 5.220624 0.157642 0.06 -0.17 -0.18
H 3.719090 -0.295455 -2.679280 0.05 -0.04 0.03
H -0.403695 2.885403 -2.432908 0.44 0.03 -0.02
H -0.954480 -3.557538 1.731167 -0.06 -0.17 -0.02
O -1.185322 2.228588 -6.064116 -0.02 0.08 -0.04
H 2.264775 -0.730682 4.290858 0.00 -0.25 0.06
H -2.795336 0.584339 -9.529972 -0.06 0.01 -0.22
P -1.096022 0.638700 0.328862 -1.45 0.51 -0.43
F -0.740383 -0.721207 -0.489782 0.14 0.00 0.49
C -7.538652 7.485339 2.166945 -0.26 0.24 -0.01
H 0.144080 0.909859 3.286344 0.43 -0.01 -0.29
H -1.596234 1.574598 -3.727761 -0.10 0.02 0.18
H -2.302288 2.463149 4.148667 0.29 0.07 -0.13
C -1.739888 0.345312 -9.632339 0.49 -0.17 0.86
O 1.603942 0.932679 6.051217 -0.17 0.19 0.64
H -3.750124 3.130164 0.724809 -0.38 0.01 0.25
C -0.529892 -5.519697 -2.740096 0.68 -1.00 -0.69
O -2.382309 0.489337 -5.269221 -0.47 -0.30 0.03
H -0.078357 -0.262390 -3.105370 -0.03 -0.22 -0.14
O 3.470694 -0.871471 -4.656213 0.03 -0.09 0.02
H 4.576225 0.199533 4.530595 -0.34 0.14 0.18
H 5.240694 0.154069 -4.564496 0.31 -0.22 0.20
H 0.614958 -1.742702 -1.431930 0.13 -0.29 -0.12
C 3.297878 -1.118628 -3.276041 -0.26 -0.40 0.09
C 3.085903 3.612906 0.607179 0.18 -1.58 0.08
N 0.381133 1.839887 3.626075 -0.01 -1.19 0.63
H 1.781308 5.292635 0.570792 -0.22 -0.09 -0.10
H 4.166062 -2.887313 7.448450 0.20 0.17 -0.01
H 1.811860 -0.801095 7.169003 0.05 -0.06 0.21
O -1.604925 0.356389 -7.269932 -0.10 0.05 -0.03
H -8.246016 8.317780 2.221239 0.11 0.05 -0.02
C 0.570723 5.122349 2.811270 -0.88 0.37 -0.16
H -0.877144 -6.223065 -3.502278 -0.13 0.12 0.00
H -0.259363 1.220716 6.920979 -0.02 -0.14 0.11
C -1.819523 1.690777 4.749470 -0.82 -0.46 0.36
H -4.379611 3.314255 -0.886173 -0.02 0.32 -0.16
O 3.838436 -1.968941 5.692233 0.02 0.11 -0.07
H 1.278207 0.770325 -2.804704 0.04 0.02 -0.21
H 2.543531 1.717104 0.945110 0.01 -0.27 0.38
H 0.057270 0.609697 -8.436447 0.06 0.16 -0.06
H -7.763613 6.835834 3.011349 0.18 -0.05 0.04
H 1.486995 -2.119791 -3.642274 0.20 -0.12 0.19
C -0.059533 -8.015577 0.707138 -0.47 -0.31 -0.44
F -0.853535 -0.094584 1.728087 0.41 -0.16 0.12
H 5.386201 -1.658905 -4.662094 0.18 0.05 0.05
H 3.972688 4.210726 0.827902 -0.20 0.28 0.15
H 1.947992 -2.035620 2.171512 0.14 -0.08 0.28
F -1.394498 1.321222 -1.124196 0.14 0.24 0.07
H -7.463583 7.333301 -0.003337 0.61 -0.27 0.10
C 3.057739 3.308691 -0.893743 0.45 0.28 -0.23
```
Forces are in eV/Å.